DFT (ωB97M-V/def2-TZVPD) results for 9 unconnected molecules or ions with the total composition C29H46Cl6F16O6 in a non-equilibrium geometry.

Last column: Mulliken charge in e.
Atoms and positions in Å:
Cl 1.1337 -6.8090 -0.5197  -0.18
Cl -7.5533 0.3316 0.2504  -0.21
Cl -0.9714 -6.7361 1.5230  -0.15
Cl -5.9865 -2.0942 0.7882  -0.19
Cl 5.0731 -0.7630 1.5420  -0.14
Cl 2.4127 0.3275 2.0979  -0.03
F 0.4700 0.8442 6.8108  -0.28
F -0.5170 0.7051 -3.7787  -0.31
F -0.4907 2.7485 -2.9491  -0.24
F -1.1717 -2.3036 1.7435  -0.33
F -1.4151 4.1425 1.0228  -0.26
F 0.8829 2.5065 4.6997  -0.30
F 0.2216 0.5327 3.9384  0.00
F -3.2835 -1.5096 -0.3154  0.01
F 0.0119 -2.7802 -0.0616  -0.25
F -2.1052 1.0586 -1.5172  -0.08
F -3.3532 5.3586 2.5881  -0.28
F -3.7455 3.1830 2.2647  -0.21
F -0.6647 4.7966 2.9600  -0.33
F -0.4195 1.9715 -0.4344  -0.28
F -1.5992 0.3763 6.0575  -0.23
F -2.5689 -3.6640 -0.2861  -0.28
O -0.3286 -0.2153 -1.0346  -0.41
O 3.2850 -1.3400 -2.9632  -0.43
O -4.7051 0.5550 -2.5083  -0.42
O 2.8576 -4.8073 4.2632  -0.47
O -1.1936 2.2503 4.0326  -0.45
O 2.7795 3.4626 -2.8033  -0.33
C 3.2614 -3.5882 -2.5027  -0.50
C -4.4998 0.5350 -3.9139  -0.24
C 3.1926 4.9882 -4.5391  -0.64
C 3.7417 -2.8946 -1.2049  -0.03
C 3.9961 3.0150 -3.3941  -0.42
C 1.8829 -4.3645 3.2962  0.04
C -0.5978 1.2968 6.0421  0.08
C 1.9230 -2.9052 5.1984  -0.43
C -2.2276 -2.3506 -0.4234  -0.31
C -5.9614 -0.4222 0.2430  0.71
C -0.7575 1.0486 -1.3932  0.70
C -0.1380 1.6176 4.6242  0.66
C 2.5171 -4.2791 5.5420  -0.61
C -0.9748 2.4889 2.6520  -0.34
C -0.5780 -6.4089 -0.1592  0.30
C -1.4738 3.8948 2.3774  0.82
C 3.5483 -1.3950 -1.5431  0.19
C 4.4735 4.2066 -4.2360  -0.45
C -0.6225 -0.5521 0.3246  0.47
C -5.0000 1.8954 -2.0680  -0.23
C 2.0939 4.2687 -3.7477  -0.34
C -2.9177 4.1042 2.8367  0.09
C -1.0103 -2.0084 0.4273  1.23
C 4.1621 0.4522 2.4414  -0.63
C -0.0857 1.4580 -2.7094  0.20
C 3.6346 -2.5736 -3.5817  -0.52
C 1.0364 -3.2980 4.0233  0.29
C -4.7733 2.7528 -3.3077  -0.40
C -5.1692 1.8019 -4.4082  -0.57
H -0.9205 2.2178 6.5448  0.27
H 3.7482 -4.5583 -2.6321  0.35
H -1.1646 -7.0198 -0.8267  0.37
H 2.6072 -1.0484 -1.1165  -0.34
H -5.5468 -0.3863 -0.7613  -0.19
H -1.6392 1.8400 2.0872  0.00
H 3.7552 2.0762 -3.9104  0.24
H 5.0255 3.8416 -5.1001  0.35
H 1.2051 -5.1919 3.0626  0.06
H -4.4236 2.1388 -1.1805  0.10
H 4.7092 -2.6115 -3.8229  0.27
H -4.8410 2.1228 -5.3940  0.35
H 1.4793 -2.4788 6.1068  0.38
H -3.4097 0.5513 -4.0544  0.00
H -6.0852 1.8993 -1.8985  0.30
H -5.3020 3.7081 -3.2674  0.38
H -5.2564 0.1594 0.8321  -0.03
H 0.7524 -2.3917 3.4807  -0.34
H 0.0775 2.4591 2.3854  0.56
H -1.8663 -2.2568 -1.4596  0.17
H 2.4092 -4.0051 2.4156  0.15
H 2.1848 -3.7604 -2.5115  0.13
H 5.1016 4.8337 -3.6009  0.19
H 4.4385 -0.8035 -1.3363  0.36
H -6.2528 1.6734 -4.4005  0.28
H 3.1016 -2.7063 -4.5211  0.37
H 4.4904 1.4460 2.1689  0.40
H 3.2045 6.0709 -4.4474  0.34
H 0.1028 -3.6532 4.4667  0.24
H 3.0445 -3.2400 -0.4432  -0.20
H 0.9967 1.3525 -2.6724  0.23
H 1.8536 -4.9486 6.1058  0.29
H -0.6682 -5.3444 -0.3094  -0.38
H 0.3007 -0.4513 0.9040  -0.85
H 1.5205 4.9809 -3.1508  0.32
H 1.3538 3.6975 -4.3119  0.23
H 4.7662 -3.2049 -1.0195  0.41
H -1.4197 0.0654 0.7313  0.24
H 2.7523 -2.2279 4.9703  0.08
H -3.7280 3.0773 -3.3695  0.08
H -4.8074 -0.4251 -4.3248  0.32
H 4.3253 0.2616 3.4938  0.35
H 3.0816 4.8754 -5.6289  0.22
H -2.9457 3.8845 3.9133  0.24
H 4.7347 2.7123 -2.6474  0.31
H 3.4226 -4.1444 6.1430  0.35

Cartesian forces (eV/Å) of the 6 atoms listed first:
Cl -0.2 0.1 0.1
Cl 0.0 0.0 0.1
Cl -0.2 -0.1 0.0
Cl -0.2 -0.1 0.2
Cl 0.1 0.1 0.0
Cl 0.5 0.1 0.0

Energy relative to the best compared isomer or geometry (same formula, charge and spin) ... 0.000 eV
Kohn-Sham gap ... 9.7 eV

DFT (ωB97M-V/def2-TZVPD) results for 3 unconnected molecules or ions with the total composition C29H46ClF3N6O8 in a non-equilibrium geometry.

Last column: Mulliken charge in e.
Atoms and positions in Å:
Cl 0.4109 -3.1948 -2.0519  -0.16
F 2.0292 2.4153 -3.7148  -0.24
F 2.4044 4.2379 0.2469  -0.21
F -3.5582 -4.5159 -0.0235  -0.26
O -6.2387 1.4517 5.1618  -0.36
O 3.2498 2.1486 1.1198  -0.45
O 3.4880 -2.0786 -1.2272  -0.26
O 5.8105 0.4134 -8.7740  -0.33
O -5.2723 -4.1253 -1.7679  -0.49
O -7.2827 -1.8107 8.1027  -0.33
O 5.8941 0.0130 -4.2779  -0.32
O 3.2833 4.1673 -2.6104  -0.50
N -5.0667 0.2260 7.8420  -0.32
N 5.3165 2.2632 -6.4371  -0.27
N -2.2835 -1.8719 -0.8746  -0.29
N -5.2395 0.4076 2.2373  -0.37
N -2.5067 1.3255 0.0663  -0.54
N 2.7588 2.0633 -1.2731  0.46
C -6.5099 -2.8523 7.5190  -0.69
C 6.5242 1.2924 -4.3801  -0.76
C 3.0217 -1.0978 -2.2320  -0.62
C -5.1034 0.8660 0.8009  -0.53
C 1.5464 1.1535 -1.1832  0.04
C -3.6371 0.3449 0.1972  0.08
C 5.6381 2.3863 -5.0146  -0.32
C -7.1007 0.3367 5.3389  -0.61
C 5.1609 -3.8734 0.4584  -0.83
C -1.2511 0.7122 -0.4858  0.21
C 0.2876 -1.3880 -1.5216  0.04
C -5.9234 2.1548 6.3662  -0.49
C 2.7231 2.9613 -2.4897  0.70
C -3.4892 -1.2051 -0.2744  0.46
C -4.8392 -2.1717 -0.0738  -0.30
C 4.8624 -2.3235 0.9840  -0.54
C 2.8184 2.8326 0.0281  0.50
C 4.3016 -1.3457 -0.2407  -0.02
C -1.1818 -0.8511 -0.9304  0.21
C 6.4883 2.2631 -7.3193  -0.20
C -6.6267 -1.1571 9.1973  -0.79
C 1.6281 -0.4233 -1.6272  0.25
C 6.1256 1.8118 -8.7447  -0.79
C 5.9245 -0.7557 -5.4720  -0.59
C -6.1763 0.2596 8.8006  -0.17
C -4.5962 -3.6627 -0.7112  0.42
C 4.4265 0.1481 -8.9665  -0.68
C -4.7927 1.5116 7.1981  -0.74
C 0.0751 1.7113 -0.6271  -0.44
H -7.1668 -3.4343 6.8646  0.23
H -5.5620 3.1391 6.0433  0.34
H -7.8323 0.4957 6.1368  0.35
H 6.7238 1.6027 -3.3469  0.41
H 4.0189 0.7331 -9.7970  0.33
H -7.6459 0.1763 4.4041  0.33
H 3.8232 -0.2859 -2.4932  -0.06
H -5.0863 2.0595 0.8027  0.32
H 7.5055 1.2074 -4.8572  0.44
H 7.0101 1.9399 -9.3789  0.39
H 5.6667 -3.7735 -0.5929  0.23
H 3.6731 -0.4971 0.3153  0.08
H 4.6821 2.3958 -4.4788  -0.02
H 4.1435 -4.4535 0.4078  0.22
H 4.3163 -0.9145 -9.2058  0.23
H -6.5130 -0.5629 5.5235  0.12
H 3.8595 0.3479 -8.0549  0.27
H -7.0462 0.7707 8.3808  0.15
H 6.9110 3.2722 -7.3574  0.38
H -5.2773 -0.4534 7.1164  0.07
H -6.1009 -3.5224 8.2818  0.33
H 0.0307 2.8468 -0.3438  0.29
H 5.3255 2.4269 -9.1745  0.39
H -4.4271 -0.1785 2.5296  0.24
H -6.8270 2.3502 6.9521  0.35
H 6.8386 -0.5939 -6.0511  0.32
H 5.0402 -0.5441 -6.0738  0.14
H 7.2607 1.5836 -6.9507  0.17
H -5.7813 -1.6572 -0.5726  0.29
H 5.1777 -0.7965 -0.8168  0.17
H 5.8954 -4.3491 1.2394  0.32
H 5.8784 -1.8136 -5.1969  0.32
H -5.8614 0.8020 9.6977  0.39
H -4.4636 2.2262 7.9647  0.41
H -5.7021 -2.4446 6.9079  0.29
H -7.3746 -1.0673 9.9932  0.39
H -3.9371 1.3506 6.5326  0.36
H -5.0988 -2.3123 1.0597  0.33
H -5.3571 1.2196 2.8837  0.17
H 4.8014 1.3978 -6.5719  0.00
H 5.8657 -1.8467 1.3516  0.32
H 2.7090 -1.7261 -3.1930  0.36
H 4.0745 -2.3453 1.8758  0.26
H -5.7955 -1.7505 9.5975  0.39
H 6.1036 3.3663 -4.8425  0.46
H -6.0010 0.4381 0.1491  0.16

Cartesian forces (eV/Å) of the 6 atoms listed first:
Cl -0.2 3.3 0.9
F 2.2 1.1 4.4
F 1.2 -4.6 -1.7
F -3.3 2.7 -2.0
O -0.1 0.2 0.4
O -3.2 5.3 -8.1

Kohn-Sham gap ... 6.7 eV

DFT (ωB97M-V/def2-TZVPD) results for 2 unconnected molecules or ions with the total composition C29H46FN5O11PS2 in a non-equilibrium geometry.

Last column: Mulliken charge in e.
Atoms and positions in Å:
S 1.3149 1.4449 0.5292  -0.33
S -5.3872 -1.7292 -1.7389  -0.18
P 0.2063 0.5076 1.8197  0.21
F -1.8874 3.7439 0.1447  -0.32
O 0.9999 2.1187 -2.5678  -0.37
O -1.8025 -1.3574 -3.2863  -0.51
O 0.3151 -0.6198 -3.2481  -0.12
O -4.3653 2.7323 4.0629  -0.56
O 2.4016 4.5951 -1.9274  -0.42
O 6.2672 -1.3475 -3.2291  -0.49
O 7.1877 -1.7221 -0.3285  -0.26
O 5.8977 0.9574 -1.2731  -0.28
O 1.7131 -2.2965 -2.5263  -0.46
O 0.1638 4.1592 -2.1903  -0.36
O -6.9883 -0.1073 -0.2599  -0.20
N -2.4169 -0.7033 2.0786  0.57
N -8.4777 -1.4791 0.6796  -0.35
N -7.6728 -2.2810 -0.0923  -0.30
N -2.9634 0.9712 4.4795  0.34
N -1.6765 1.5764 -0.7740  0.41
C -3.3390 -0.1026 -0.8589  -1.89
C -3.7123 1.8272 3.5943  -0.29
C -0.8981 -0.9905 -2.5984  -0.46
C 6.7642 -2.8420 0.4210  -0.81
C -0.8728 -0.9256 -1.0419  -0.75
C -2.5126 1.6925 5.6920  -0.95
C -2.2168 1.5925 1.4477  -0.94
C 1.0088 -1.8640 -3.3884  0.76
C -2.1656 -1.9705 2.1228  0.97
C -3.3775 -2.8935 2.5317  -1.52
C 1.1371 5.0507 0.0205  -0.69
C -1.9002 2.4306 0.1710  -0.23
C 1.3153 4.5646 -1.4580  0.67
C -1.5585 0.1182 1.2141  0.41
C 6.3524 2.2493 -1.6259  -0.78
C -6.8031 -1.4251 -0.6310  0.53
C 5.1330 -1.0407 -2.4246  0.03
C -3.6885 1.6903 2.0232  -0.09
C -3.8077 -0.1825 4.8995  -0.85
C -3.9251 -1.5259 -0.5842  -0.30
C 7.9029 -2.0738 -1.5069  -0.54
C -1.8252 0.1248 -0.3819  0.24
C 0.8633 -2.7235 -4.6978  -1.11
C 7.5562 -1.1384 -2.6551  -0.30
C 4.9175 0.4435 -2.1627  -0.28
C 0.0419 2.7640 -2.2982  0.34
C -8.0849 -0.2195 0.5935  0.03
C -1.4039 2.1848 -2.1054  -0.96
C -0.8318 -2.7386 1.8974  -1.38
H -1.6824 1.5241 -2.9712  0.67
H 7.6848 -3.1051 -1.8046  0.34
H 6.2604 -3.5787 -0.2133  0.37
H 1.4313 -2.2117 -5.5148  0.32
H -1.2025 -1.9421 -0.6858  0.38
H -1.8205 0.9900 6.2417  0.36
H 0.3946 5.8954 0.0950  0.33
H -4.3679 -1.5292 0.4368  -0.10
H 0.2023 -0.8431 -0.7332  0.85
H 7.2711 2.4440 -1.0706  0.24
H -0.2221 -2.8378 -4.9458  0.33
H -8.4477 0.7057 1.0759  0.39
H 5.1440 -1.6160 -1.4978  0.07
H -2.1045 3.0642 -2.1952  0.68
H -1.6490 2.1738 2.2398  1.00
H 8.2645 -1.3373 -3.4646  0.44
H -3.6832 -3.4019 1.5701  0.36
H -4.1025 2.6728 1.6532  0.49
H 7.6175 -3.3036 0.9266  0.32
H -0.3850 -2.9352 2.9089  0.33
H -4.2504 -2.2764 2.8428  0.18
H -3.1049 -0.9898 5.2372  0.29
H 6.5847 2.3144 -2.6933  0.38
H -4.0441 0.6521 -0.4357  0.74
H -4.3948 -0.5014 3.9965  0.07
H 4.9266 0.9819 -3.1185  0.36
H -3.2580 -2.3860 -0.8128  0.48
H -3.3542 1.8945 6.4112  0.31
H -1.9069 2.6045 5.4662  0.31
H 8.9720 -1.9904 -1.2797  0.41
H -3.3153 0.0890 -1.9701  0.79
H 4.2706 -1.3999 -2.9937  0.14
H 0.9135 -0.6624 2.2257  0.19
H -3.0826 -3.6850 3.2605  0.44
H -4.3887 0.9113 1.6357  0.07
H 7.6943 -0.0931 -2.3783  0.06
H 0.8171 4.2387 0.7168  0.05
H -0.1112 -2.2710 1.1915  0.41
H 6.0523 -2.4946 1.1702  0.21
H 1.2973 -3.7415 -4.5767  0.35
H -4.5306 0.1339 5.6930  0.47
H 5.6062 3.0033 -1.3538  0.23
H 0.1327 1.3280 2.9967  0.16
H -1.0964 -3.7543 1.4869  0.39
H 3.9378 0.5864 -1.6902  0.14
H 2.1312 5.4397 0.3596  0.31

Cartesian forces (eV/Å) of the 6 atoms listed first:
S -0.1 0.1 -0.2
S -0.9 -0.1 1.0
P 1.3 0.0 -0.3
F 0.0 -2.0 -0.7
O -0.7 -0.5 0.2
O -0.2 0.2 0.8

Charge ... +1
Kohn-Sham gap ... 6.4 eV

DFT (ωB97M-V/def2-TZVPD) results for a molecular structure, C29H46IrP2Se in a non-equilibrium geometry.

Last column: Löwdin spin population.
Atoms and positions in Å:
Ir -0.4267 -0.1312 -2.6698  0.45
Se 0.5661 -1.9644 1.9934  0.63
P 1.4785 0.7387 -1.7600  0.54
P -2.1363 -0.5556 0.5950  0.07
C 0.5852 1.1599 -5.1063  0.04
C -0.3201 -1.7901 -5.0312  0.00
C 2.3694 -4.8432 5.1730  0.09
C 1.2737 -3.0834 3.2607  0.06
C 2.0301 -3.5241 5.5393  -0.01
C -0.7469 4.0062 0.6336  0.03
C -2.1356 -0.5422 -3.7286  0.02
C 2.1698 -5.2755 3.8470  -0.01
C 0.6047 -1.1980 -3.9882  0.02
C -1.6490 0.8197 -3.8847  0.06
C 1.8473 2.4898 -1.9471  0.08
C 1.4832 -2.6544 4.5966  0.07
C 0.9707 1.6713 2.9913  0.30
C 1.6342 -4.4120 2.8981  0.07
C -0.3915 1.4272 3.3012  0.01
C -1.8345 -1.6585 -4.6802  0.00
C 2.2901 3.1809 1.4137  0.00
C -3.2287 0.4932 -0.4353  0.02
C 1.0265 2.6791 1.9983  0.08
C -0.3100 3.0355 1.6603  0.19
C -0.9069 0.3884 4.2091  0.00
C 1.0787 0.1797 -4.0770  0.17
C 2.8105 -0.3546 -1.1701  0.08
C -0.9530 1.2963 -5.1416  0.02
C -3.1613 -2.0906 0.5779  0.01
C -1.1852 2.2469 2.4572  0.24
C -0.9420 -1.0043 -0.8510  0.26
C -2.6618 2.2070 2.4139  0.04
C 2.1247 0.9200 3.5133  0.06
H 3.7014 0.2182 -0.8759  0.00
H 1.3353 2.9503 -2.8014  0.00
H -0.9825 4.9972 1.0574  0.01
H -3.0552 2.7621 1.5577  0.00
H 1.4768 -4.7205 1.8678  0.00
H 2.1995 -0.0626 3.0108  0.03
H -3.0961 2.6387 3.3289  0.01
H -3.0809 -0.6324 -3.1880  0.01
H -2.2486 1.5726 -3.3638  0.01
H 2.4352 -6.2962 3.5559  0.00
H 0.0217 4.1563 -0.1315  0.00
H -2.1459 -2.6012 -4.2053  0.00
H 2.9240 2.6549 -2.0584  0.00
H 2.1095 3.9474 0.6553  0.00
H 2.1899 -3.1704 6.5610  0.00
H 3.0634 1.4578 3.3310  0.00
H 0.9743 0.8844 -6.0940  0.01
H 2.1524 0.2855 -3.7833  0.02
H -2.6093 -2.9107 1.0574  0.00
H -2.4281 -1.5720 -5.6009  0.00
H 2.7894 -5.5228 5.9199  0.01
H -1.1541 -2.0575 -1.1116  0.02
H 2.4244 -0.9019 -0.2979  0.03
H 1.4759 2.9790 -1.0402  0.02
H -1.9620 0.5635 4.4538  0.00
H 3.0888 -1.0727 -1.9494  0.02
H 1.2099 -1.6317 4.8685  0.00
H -0.8361 -0.6053 3.7258  0.01
H -3.0226 1.1666 2.3470  0.01
H -1.6585 3.6526 0.1326  0.00
H 2.0381 0.7221 4.5896  0.01
H -3.5046 -0.0975 -1.3149  0.00
H -4.1242 0.8014 0.1200  0.00
H -0.3299 0.3360 5.1419  0.00
H -2.6699 1.3836 -0.7496  0.00
H 1.0187 2.1467 -4.8826  0.00
H -0.0813 -2.8609 -5.0699  0.00
H 1.3263 -1.8908 -3.5252  0.01
H -0.1246 -1.4093 -6.0407  0.00
H -1.3648 0.8169 -6.0397  0.00
H 2.9420 3.6131 2.1880  0.00
H -3.3965 -2.3413 -0.4658  0.00
H -1.1843 2.3642 -5.2447  0.00
H -4.0881 -1.9032 1.1393  0.00
H 0.0368 -1.0272 -0.3252  0.02
H 2.8603 2.3594 0.9487  0.00

Cartesian forces (eV/Å) of the 6 atoms listed first:
Ir 1.1 0.2 3.5
Se -0.1 0.2 -0.5
P -0.6 0.0 2.3
P 0.5 -0.3 -1.3
C 0.1 0.5 -0.1
C -0.3 -0.9 -0.4

2S+1 ... 5
Charge ... +1
Energy relative to the best compared isomer or geometry (same formula, charge and spin) ... 0.000 eV
Kohn-Sham gap (alpha / beta) ... 5.5 / 3.7 eV